{"formula": "C4H6N2O", "method": "ωB97M-V/def2-TZVPD", "e_above_lowest_kj_mol": 444.7, "gap_ev": 8.04, "e_lumo_ev": 0.462, "homo_energy_ev": -7.6, "e_tot_ev": -9268.8932, "symbols": ["N", "C", "C", "C", "C", "O", "N", "H", "H", "H", "H", "H", "H"], "positions_angstrom": [[0.902, 1.481, 1.243], [0.425, 0.391, 0.481], [-0.100, -0.937, 0.826], [-0.854, -1.518, -0.255], [-0.728, -0.517, -1.188], [-1.224, -0.453, -2.447], [0.029, 0.573, -0.796], [1.708, 1.264, 1.817], [0.152, 1.783, 1.861], [-0.038, -1.290, 1.856], [1.115, -0.842, 0.508], [-1.721, -1.280, -2.534], [0.335, 1.346, -1.372]], "forces_ev_per_angstrom": [[0.009, -0.110, 0.145], [-0.328, -0.152, -0.135], [-0.115, 0.076, 0.330], [0.283, 0.395, -0.130], [0.039, -0.147, 0.067], [-0.025, -0.156, 0.069], [-0.018, 0.003, 0.069], [-0.033, -0.055, -0.133], [0.173, 0.075, -0.002], [-0.035, 0.078, -0.198], [0.120, -0.010, -0.026], [0.054, 0.085, -0.125], [-0.125, -0.083, 0.069]]}